No. 1
18
Properties=species:S:1:pos:R:3:forces:R:3 method="wB97M-V/def2-TZVPD" relative_energy_ev=1.211 total_charge=+1
C -1.01422 -0.05257 -0.65480 1.1 -2.4 1.6
C 0.72817 1.33739 0.19774 0.9 1.0 -0.2
C -0.07879 0.15539 0.31538 -2.0 0.2 -0.7
C -2.04367 -1.13892 -0.89179 1.1 0.0 3.0
C -0.03023 -0.71922 1.50120 0.0 -2.0 1.5
N 0.68457 2.28351 -0.71430 -2.9 -3.3 -0.4
I 3.79641 -0.34070 0.29602 0.4 0.4 0.1
H -0.87441 0.52627 -1.46793 0.0 2.1 -2.8
H 1.49501 1.51429 0.92536 0.2 -0.1 0.5
H -2.78278 -0.60750 -1.42066 -1.1 -0.2 -1.4
H -2.51921 -1.31900 0.12988 0.6 -0.5 -1.4
H -1.59094 -2.08164 -1.35145 -0.9 1.4 0.5
H -0.91107 -1.45615 1.50466 1.6 0.8 -0.4
H -0.18672 -0.23868 2.47592 0.4 0.4 -0.3
H 0.95879 -1.28367 1.56015 -1.4 0.6 0.0
H 1.35293 2.98804 -0.82094 1.0 1.2 0.0
H -0.03127 2.09744 -1.44834 1.1 1.0 0.5
H 3.04744 -1.66428 -0.13612 -0.2 -0.5 -0.2

---

No. 2
28
Properties=species:S:1:pos:R:3:forces:R:3 method="wB97M-V/def2-TZVPD" spin_multiplicity=2 relative_energy_ev=0.000 s2=0.7703 total_charge=+2
O 2.12953 2.21853 -2.31380 0.2 -0.1 -0.2
C 0.93722 2.15392 -2.35356 0.4 0.6 0.7
C 0.24869 1.42545 -1.17534 -0.7 -0.7 -1.8
C -0.26827 0.06134 -1.73379 -0.2 -0.6 -0.8
C -0.50601 -1.02507 -0.72579 -0.2 -0.1 0.1
C -1.83331 -1.30531 -0.38240 -0.1 0.5 0.6
N -2.34395 -2.38106 0.18877 0.9 -0.8 -0.1
N 1.26091 1.25328 -0.11052 -0.8 0.6 0.0
H 0.35662 2.67951 -3.12706 -0.3 -0.4 0.0
H -0.65961 1.94474 -0.87550 0.4 0.4 0.6
H 0.31679 -0.38040 -2.55501 1.0 0.2 0.7
H -1.14694 0.20981 -2.38065 -0.4 0.5 0.9
H 0.33419 -1.63649 -0.39621 -0.2 0.0 0.0
H -2.52969 -0.48349 -0.49577 -0.5 -0.3 -1.2
H -1.79569 -3.03415 0.75164 0.2 0.0 -0.5
H -3.23250 -2.76715 -0.12077 -0.5 0.6 0.6
H 2.00732 0.58725 -0.38693 0.1 -0.1 0.4
H 0.81392 0.94478 0.76088 0.5 -0.1 0.1
H 1.72410 2.14925 0.07007 0.1 0.0 0.0
H -4.22097 -0.21664 1.70771 -0.2 0.1 0.5
H -2.82111 0.14396 1.35400 0.1 0.4 0.3
O -3.34445 -0.13462 2.11037 -0.1 -0.3 -0.6
H 3.36905 -1.51141 0.43211 0.0 0.1 -0.5
H 3.28087 -0.32691 1.34075 -0.3 0.2 -0.1
O 3.02319 -0.60720 0.44718 0.3 -0.6 0.4
H 1.32570 -0.74494 3.31696 0.2 0.5 0.4
H 1.93254 0.68208 3.68382 -0.2 -0.4 0.2
O 1.64184 0.10094 2.96883 -0.1 0.1 -0.7

---

No. 3
12
Properties=species:S:1:pos:R:3:forces:R:3 method="wB97M-V/def2-TZVPD" smiles="NC=O.O.O" relative_energy_ev=0.122 total_charge=0
N 0.65069 -1.38757 1.53248 -0.7 -0.6 0.2
C 0.92901 -1.10940 0.23986 0.1 0.9 -1.1
O 1.25761 -0.00325 -0.14791 0.0 0.2 0.1
H 0.28404 -0.58411 2.02138 0.2 0.2 0.1
H 0.07681 -2.20147 1.71931 0.3 0.0 -0.2
H 0.85121 -1.87610 -0.54558 0.0 -0.6 0.7
O -1.33392 1.00651 1.16899 0.0 0.6 -0.1
H -1.61384 1.35109 0.30908 -0.1 -0.4 0.0
H -0.72431 1.70380 1.44319 0.0 -0.2 0.2
O -0.52473 1.13468 -2.55342 0.6 -0.3 0.2
H 0.07995 1.22252 -3.29860 -0.2 0.1 -0.1
H 0.06749 0.74329 -1.88878 -0.2 0.1 0.2

---

No. 4
80
Properties=species:S:1:pos:R:3:forces:R:3 method="wB97M-V/def2-TZVPD" spin_multiplicity=6 relative_energy_ev=2.713 s2=8.8176 total_charge=0
Ir 0.05179 -2.29600 0.16294 -0.2 2.3 1.7
C 7.89040 1.00940 4.39909 -1.3 -2.7 1.1
N 6.40388 1.14111 4.48899 -0.3 1.0 -1.2
C 5.48250 0.18034 4.77171 1.3 -0.6 0.4
C 4.23477 0.64116 4.53217 -1.4 1.2 0.4
N 4.39461 1.96653 4.17475 -1.7 -0.4 -1.4
C 5.72533 2.26265 4.03443 0.0 -0.6 0.8
S 6.45526 3.65462 3.54261 0.1 0.5 -0.1
C 3.24965 2.86166 3.85794 0.2 0.3 0.1
C 2.09170 2.72308 4.64281 -0.1 0.1 0.4
C 1.16524 3.75154 4.66630 -0.2 1.5 -2.1
C 1.36867 4.85582 3.71860 -0.4 -1.3 1.6
C 2.56748 4.85650 3.00937 -0.1 -0.5 0.4
N 3.46975 3.84379 3.00307 -0.2 -0.1 1.6
H 8.36993 1.70791 3.76799 -0.1 0.9 -0.6
H 8.01034 -0.01097 3.98845 0.3 0.6 0.2
H 8.29292 1.01450 5.41245 0.1 0.2 -0.2
H 5.76175 -0.76024 5.19737 0.2 -0.3 -0.1
H 3.22165 0.17712 4.70054 1.5 0.6 -0.4
H 1.90238 1.84149 5.24663 0.3 0.2 0.2
H 0.29082 3.75437 5.35325 0.7 -0.2 -0.8
H 0.57989 5.64212 3.59733 1.2 -0.7 0.3
H 2.95366 5.74388 2.55022 -0.4 0.3 -0.9
S 0.18245 -3.18947 2.60554 -0.2 1.8 -1.1
C -0.07266 -4.79579 2.19830 0.5 -0.2 4.2
C 0.00958 -5.74325 3.22996 -0.8 0.5 -0.2
N -0.13675 -6.51440 4.07153 0.4 -0.7 0.8
C -0.23262 -5.23305 0.93546 -0.7 -3.4 -2.9
S -0.79675 -4.16638 -0.25924 -0.9 0.4 -4.0
C -0.14214 -6.61233 0.59803 -0.5 -1.7 -1.2
N -0.25604 -7.72800 0.22547 0.5 2.4 0.9
C 0.07965 2.18874 -5.04619 0.4 -1.2 1.5
C 0.07179 0.66325 -5.46348 1.7 0.1 -0.1
C 1.39138 0.40463 -6.30460 -1.6 -0.6 0.3
C -1.09524 0.22473 -6.33355 -0.5 -1.4 0.2
C 0.06931 -0.23565 -4.21679 0.4 0.8 -0.4
C 1.21136 -0.94868 -3.73204 -0.9 0.4 -0.7
C 1.24622 -1.52736 -2.49700 -0.1 0.9 -0.5
N 0.12999 -1.50625 -1.74492 0.5 -0.2 0.6
C -0.98294 -0.77299 -2.16442 1.3 -1.2 -1.1
C -1.03393 -0.17241 -3.44209 -0.7 0.0 1.6
C -1.95374 -0.64773 -1.21385 -1.0 0.5 2.3
C -3.30149 -0.27392 -1.31987 0.1 -0.4 1.9
C -4.04500 -0.12149 -0.14151 0.5 0.8 -1.1
C -3.31107 0.10797 1.05930 0.0 -0.4 0.6
C -2.02528 -0.40490 1.16211 -1.0 -0.6 -0.9
N -1.48369 -0.92962 0.05807 0.3 -1.1 0.7
C -5.58074 -0.00136 -0.23542 0.9 0.6 0.5
C -6.15470 -1.26780 -0.88257 -0.3 1.2 0.0
C -5.81498 1.18932 -1.12064 0.3 1.8 -1.5
C -6.20207 0.36289 1.11685 -0.8 -0.8 0.9
H -0.60059 2.41768 -4.17574 0.7 -0.4 -0.9
H -0.19328 2.83756 -5.84577 -0.2 0.4 -0.8
H 1.13565 2.42323 -4.74475 -1.0 0.0 -0.1
H 1.31599 1.03218 -7.19736 0.1 -0.4 -0.2
H 1.36227 -0.70376 -6.51252 0.5 1.2 -0.3
H 2.31389 0.68623 -5.80333 -0.1 -0.1 0.3
H -1.13662 0.75725 -7.26226 0.0 0.4 -0.6
H -2.07699 0.33503 -5.83655 0.5 0.0 -0.2
H -0.96878 -0.88139 -6.58255 -0.2 1.3 0.3
H 2.04199 -1.04058 -4.37666 1.0 0.1 -0.3
H 2.24832 -1.77669 -2.12373 -0.9 -0.7 0.4
H -1.91722 0.48120 -3.56768 0.7 -0.4 -0.5
H -3.68285 -0.20124 -2.29782 -0.8 -0.1 -0.9
H -3.79939 0.57353 1.90697 0.1 -0.3 0.0
H -1.47422 -0.59886 2.09147 -0.3 0.4 -0.4
H -5.55675 -1.44256 -1.82359 -1.1 -0.3 1.0
H -7.24716 -1.06946 -1.01082 0.8 -0.3 -0.5
H -6.10016 -2.03358 -0.13134 0.4 -0.9 -0.1
H -6.87840 1.41660 -1.35525 0.5 -0.6 -0.1
H -5.18141 1.12070 -2.05554 -1.2 0.1 0.8
H -5.46595 2.12106 -0.63001 0.0 -0.5 -0.1
H -6.09607 -0.44939 1.91288 -0.2 1.0 -1.1
H -7.29474 0.59023 0.96470 0.9 -0.3 0.2
H -5.74165 1.28322 1.51411 -0.2 -0.4 -0.1
O -1.87244 -4.26988 -1.28856 -0.6 -1.1 1.0
Se 2.70751 -1.54598 1.08543 -3.0 -1.0 -2.3
O 1.83676 -3.10148 0.50311 2.8 1.0 0.5
O 1.01915 -0.78285 0.88427 3.7 1.5 1.0
O 3.59888 -1.08911 -0.20260 -0.3 -0.1 0.9

---

No. 5
23
Properties=species:S:1:pos:R:3:forces:R:3 method="wB97M-V/def2-TZVPD" smiles=Cc1ccccc1.CC relative_energy_ev=2.134 total_charge=0
C 1.65003 -0.36750 1.47977 -0.2 0.3 1.4
C 0.80298 0.64860 0.73099 0.5 1.0 -1.6
C 1.03237 0.87056 -0.64527 2.1 0.2 0.5
C 0.46639 1.93842 -1.36395 -1.9 0.3 3.5
C -0.42792 2.78296 -0.59475 0.4 -2.7 1.0
C -0.80338 2.52034 0.78645 1.1 2.0 -1.5
C -0.11422 1.47922 1.37193 -0.1 -1.8 2.8
H 2.59815 -0.64587 1.04541 0.4 0.6 -0.7
H 1.14088 -1.34614 1.44657 0.0 0.4 0.9
H 1.93937 0.01835 2.53631 -1.0 -1.0 -1.6
H 1.98101 0.36267 -0.95689 -1.3 0.2 -0.6
H 0.62250 2.14462 -2.39568 0.3 0.1 -0.5
H -0.94578 3.53304 -1.09185 -0.6 1.5 -0.8
H -1.38622 3.34185 1.38546 0.9 -2.1 -1.3
H -0.23466 1.12997 2.45288 -0.2 1.2 -1.3
C -0.73037 -2.75597 -1.34066 0.7 -2.2 2.5
C -1.40055 -1.87385 -0.31110 2.1 2.9 1.6
H -1.20646 -2.92784 -2.28108 -0.6 0.1 -0.5
H 0.27140 -2.37854 -1.50432 0.3 -0.1 -0.3
H -0.62856 -3.82169 -0.76722 0.0 2.3 -1.7
H -1.74431 -0.84128 -0.57022 0.8 -0.5 -0.7
H -0.54073 -1.58073 0.57418 -3.0 -1.4 -2.1
H -2.34194 -2.23120 0.01303 -0.6 -1.1 1.1

---

No. 6
59
Properties=species:S:1:pos:R:3:forces:R:3 method="wB97M-V/def2-TZVPD" energy_ha=-1862.71407 total_charge=+1
C -0.84984 3.72078 2.40504 0.5 0.0 0.7
C -0.45846 3.64468 1.28087 -0.2 -0.2 -0.4
C -0.08623 3.46315 -0.10961 0.2 0.6 0.1
N -1.25605 3.00664 -0.93456 0.1 0.0 0.0
C -2.24231 4.12867 -1.06275 -0.4 0.5 -0.5
C -3.54426 3.73838 -1.80597 -0.3 -0.4 0.3
N -3.74180 2.29218 -1.91904 0.3 0.6 0.2
C -3.35608 1.70954 -0.64057 0.5 -0.2 -0.4
C -1.82769 1.67866 -0.47963 -0.8 -0.7 0.0
C -1.24983 0.51128 -1.26927 0.7 0.2 0.2
C 0.28891 0.42875 -1.36606 -0.2 -0.2 -0.5
C 0.86047 1.12410 -2.61127 -0.1 -0.1 0.6
I 2.78012 0.32942 -3.08068 0.0 0.2 -0.1
H -0.95847 3.73704 3.46722 -0.4 0.1 -0.1
H 0.73660 2.76382 -0.20761 -0.1 -0.2 0.0
H 0.24756 4.41359 -0.52666 0.0 0.0 -0.1
H -0.88266 2.84576 -1.86966 0.0 0.0 -0.1
H -2.47520 4.52860 -0.08439 0.2 -0.3 0.3
H -1.73260 4.91569 -1.61218 0.2 0.1 0.0
H -3.62867 4.22025 -2.77282 0.2 -0.1 -0.2
H -4.37028 4.11361 -1.20635 -0.1 0.1 0.0
H -3.14198 1.95062 -2.66169 -0.2 -0.3 -0.1
H -3.80298 2.28845 0.16167 -0.2 0.0 0.1
H -3.70427 0.68476 -0.56161 -0.1 -0.1 0.1
H -1.61697 1.50024 0.56916 0.3 0.5 0.2
H -1.65919 0.45266 -2.27727 -0.1 0.1 -0.1
H -1.59374 -0.38176 -0.75500 -0.2 -0.1 0.1
H 0.54408 -0.62421 -1.43920 0.0 -0.1 0.0
H 0.78363 0.79451 -0.47008 0.1 0.0 0.2
H 0.98055 2.19408 -2.45032 0.2 0.1 -0.2
H 0.20214 0.96978 -3.45731 0.1 -0.1 -0.3
C 3.57726 -6.18043 -2.08304 0.2 0.0 0.0
C 2.24763 -6.01217 -2.10484 0.1 -0.2 0.0
C 1.61563 -4.72172 -2.55273 0.1 0.3 -0.1
O 0.40002 -4.64922 -2.53750 -0.1 -0.1 0.1
C 2.48353 -3.63340 -2.95999 -0.2 0.0 0.0
C 3.81179 -3.79873 -2.93366 -0.1 0.2 -0.1
C 4.44583 -5.09272 -2.49874 -0.1 -0.4 0.1
O 5.65901 -5.15100 -2.51752 0.1 0.2 0.0
O 4.66862 -2.84739 -3.28039 0.1 -0.1 0.0
O 1.38924 -6.95329 -1.73821 0.0 0.1 0.0
H 4.04067 -7.10299 -1.76385 0.0 0.0 0.0
H 2.02950 -2.70584 -3.27476 0.0 0.0 0.0
H 5.56047 -3.23335 -3.17023 0.0 0.0 0.0
H 0.49705 -6.57908 -1.86317 0.0 0.0 0.0
C 1.29686 -0.49594 4.48121 0.1 0.0 0.1
C 0.56419 -0.18718 3.40726 0.2 -0.1 0.0
C -0.89336 0.16571 3.50700 -0.3 0.0 0.3
O -1.47004 0.46657 2.46839 0.1 -0.1 -0.2
C -1.52729 0.14396 4.80175 -0.1 0.1 -0.2
C -0.80097 -0.17265 5.88815 -0.2 0.0 0.0
C 0.66846 -0.50323 5.79528 0.3 0.0 -0.3
O 1.25075 -0.75847 6.82618 -0.1 0.0 0.2
O -1.30330 -0.21476 7.10412 0.1 0.0 0.0
O 1.05291 -0.16252 2.16789 0.0 0.0 0.0
H 2.34596 -0.74840 4.41952 0.0 0.0 0.0
H -2.57946 0.38477 4.85766 0.0 0.0 0.0
H -0.57295 -0.46478 7.70457 0.0 0.0 0.0
H 0.29745 0.06450 1.59723 -0.1 0.0 0.0

---

No. 7
13
Properties=species:S:1:pos:R:3:forces:R:3 method="wB97M-V/def2-TZVPD" smiles="CC(=C=CN)N=O" relative_energy_ev=4.603 total_charge=0
C -2.26391 -0.04619 0.02030 -0.1 0.0 0.0
C -0.85750 -0.04183 -0.51148 0.1 0.1 0.3
C 0.23232 0.23879 0.16477 0.1 0.0 -0.1
C 1.41955 0.56934 0.61147 -0.2 0.1 -0.1
N 2.39586 -0.28794 1.11851 0.1 -0.1 -0.1
N -0.75815 -0.33792 -1.94924 0.6 0.1 -0.1
O 0.36675 -0.48511 -2.35740 -0.6 0.0 0.1
H -2.94634 -0.46983 -0.72197 0.1 0.0 0.1
H -2.33123 -0.62691 0.94384 0.0 0.1 -0.1
H -2.59601 0.97405 0.24310 0.0 -0.2 -0.1
H 1.65222 1.63122 0.67867 0.0 -0.1 -0.1
H 3.32662 0.09799 1.04378 -0.1 -0.1 0.1
H 2.35981 -1.21566 0.71564 0.0 0.1 0.1

---

No. 8
114
Properties=species:S:1:pos:R:3:forces:R:3 method="wB97M-V/def2-TZVPD" relative_energy_ev=1.010 total_charge=+1
C 0.32211 -2.85383 -1.34288 -0.7 -2.2 5.0
C 0.74711 -1.64383 -0.45488 0.9 -0.7 -1.4
C -0.44889 -0.71383 -0.38888 -0.1 -1.5 -1.3
O -0.39789 -0.02383 -1.73288 -1.6 -2.3 3.3
C -1.03089 1.23117 -1.62588 5.1 -0.1 -4.2
N 1.23211 -2.02983 0.89912 2.5 -5.8 -3.7
H 0.78411 -2.79483 1.38312 -1.1 0.0 0.1
H 2.24211 -2.54783 0.72012 -2.1 1.1 0.4
H 1.40111 -1.33883 1.50712 0.7 4.1 2.7
H 1.05611 -3.67083 -1.30288 -0.1 0.1 0.3
H 0.31011 -2.61883 -2.31188 -0.5 1.5 -3.8
H -0.73589 -3.28983 -1.00388 2.2 1.0 -0.7
H 1.73311 -1.22083 -0.85388 -1.9 0.1 -0.1
H -0.28989 -0.10683 0.47012 -0.1 1.6 0.3
H -1.37989 -1.40583 -0.08388 1.4 1.8 -1.3
H -1.99989 1.34217 -1.52588 -5.0 -0.3 1.6
H -0.87189 1.63317 -2.64388 -0.1 0.1 0.1
H -0.35489 1.80217 -1.09288 0.5 1.8 1.9
C 6.33811 -1.75483 0.44612 4.4 -3.7 4.4
C 5.36811 -1.29483 1.50112 9.0 -0.5 3.4
O 4.23211 -1.19183 1.42212 -6.9 -0.1 -1.5
N 6.04411 -0.96583 2.70512 2.9 0.3 -2.2
C 5.43511 -0.50683 3.92512 0.1 -1.4 -0.6
H 5.95011 -1.51883 -0.44088 -1.0 0.6 -3.8
H 6.79611 -3.03083 0.53412 -2.2 3.8 -0.3
H 7.35011 -1.29083 0.70512 -1.5 -0.2 -1.0
H 7.09511 -0.95083 2.70812 -1.8 -0.2 -0.4
H 4.43911 -0.34383 3.53212 -0.5 0.7 1.4
H 5.97811 0.26517 4.50112 -0.6 0.1 -0.9
H 5.52511 -1.42383 4.48512 -0.9 0.0 1.3
C -1.83989 -2.03083 3.37212 2.8 -0.7 0.8
C -1.42089 -3.18383 2.34112 -5.8 3.3 3.5
O -2.30589 -3.47183 1.60512 -0.9 -1.0 -3.1
N -0.31489 -3.80283 2.50312 4.1 -2.3 -1.5
C 0.06911 -5.02183 1.76012 -4.3 -0.7 -2.3
H -1.13789 -1.99583 4.29812 -0.7 0.3 -1.6
H -2.83289 -2.10883 3.82412 0.0 -0.4 -0.9
H -1.74889 -1.15383 2.71912 -0.3 0.3 0.7
H 0.02511 -3.78483 3.41812 0.8 0.2 1.4
H 1.04211 -5.18783 1.98512 3.1 -0.7 0.3
H -0.13789 -5.10683 0.55312 0.5 1.0 3.2
H -0.54589 -5.83383 2.18612 0.3 0.0 -0.4
C -5.59889 1.05317 0.73312 -1.6 3.4 1.6
C -4.15189 1.13617 1.18712 -2.8 -0.8 -2.4
O -3.59189 0.08117 1.16812 2.8 -2.4 1.0
N -3.55889 2.30117 1.33612 -1.8 4.4 -1.0
C -2.20589 2.50117 1.67112 -2.7 -1.5 4.7
H -6.25589 1.37017 1.69512 1.0 -0.3 -2.6
H -5.95589 0.11317 0.40612 0.4 -1.3 0.2
H -5.72589 1.67417 -0.21088 -0.2 0.0 1.5
H -4.04689 3.25817 1.18112 0.5 -2.9 0.3
H -1.51689 1.98517 1.19712 3.0 -3.0 -2.5
H -2.14489 2.28717 2.75812 0.7 0.1 -0.4
H -1.99489 3.46017 1.54212 1.0 4.2 -0.4
C -3.72789 -1.26083 -2.26688 2.3 -8.2 -2.4
C -4.97089 -1.68983 -2.89988 -4.5 1.8 -0.6
O -6.07389 -1.12683 -2.75588 0.9 0.4 1.4
N -4.97589 -2.59383 -3.84088 5.2 -2.3 -1.7
C -5.96289 -3.17483 -4.67788 2.6 -3.3 0.0
H -3.20989 -0.76783 -2.98788 2.0 1.2 -2.3
H -3.06989 -2.20483 -1.88888 -1.5 2.4 -0.7
H -3.91989 -0.61683 -1.61188 -1.5 4.8 6.1
H -4.05089 -2.98083 -4.07988 -0.6 0.5 0.5
H -5.47589 -4.25383 -4.84788 -1.3 2.0 -0.1
H -6.03489 -2.73283 -5.65188 -0.9 0.5 -0.2
H -6.73889 -3.38883 -4.02388 -2.5 0.1 0.2
C 1.94711 6.55717 -3.03188 3.7 -2.0 -3.6
C 1.78011 5.05517 -3.15088 -2.0 -1.2 1.2
O 1.68211 4.25217 -2.23988 0.9 0.0 1.6
N 1.49311 4.58717 -4.36988 0.2 2.0 -1.8
C 1.33611 3.23917 -4.85188 -1.0 2.7 -2.8
H 1.14811 7.09417 -2.72388 -3.0 1.4 0.3
H 2.38011 6.79617 -4.08788 -1.0 0.6 1.9
H 2.69211 6.82317 -2.32988 1.1 -0.1 0.7
H 1.34011 5.35417 -5.02888 0.2 -1.0 -0.1
H 1.82811 3.25517 -5.85388 -0.7 -0.7 0.7
H 0.32111 2.87717 -4.84088 -1.1 0.7 -1.0
H 1.63211 2.48217 -4.28288 2.9 -2.5 2.9
C -5.56989 7.57617 -1.14088 -2.0 -0.5 4.8
C -4.23489 7.04617 -0.84288 -0.3 -0.8 0.3
O -3.47589 7.74217 -0.23388 1.8 0.9 1.0
N -3.90189 5.77417 -1.20988 2.9 0.0 1.7
C -2.52789 5.19917 -0.81188 -1.8 -0.2 -1.3
H -6.41689 7.52917 -0.27788 2.4 -0.4 -1.3
H -6.05289 7.13317 -1.87088 -2.2 -2.4 -4.0
H -5.60989 8.57917 -1.30688 0.7 2.9 -0.6
H -4.47189 5.19817 -1.70188 -2.2 -1.6 -1.7
H -2.49589 5.49817 0.24412 1.4 0.3 -0.6
H -1.88689 5.53317 -1.65588 0.5 0.4 1.6
H -2.38989 4.07017 -0.87088 -1.2 1.2 0.1
C 2.92111 1.70617 0.49512 0.4 2.8 3.1
C 2.03711 1.32517 1.65912 -0.1 -2.2 0.6
O 1.06711 1.96617 1.92412 -1.6 1.5 0.4
N 2.26511 0.15017 2.42112 0.7 0.0 -1.1
C 1.57611 -0.12883 3.67612 -0.2 6.2 0.3
H 2.94111 1.08417 -0.28988 -0.6 -2.6 -2.9
H 3.96311 1.64817 0.85612 -0.2 0.8 -0.1
H 2.54011 2.72217 0.16212 0.9 -1.2 0.4
H 3.13111 -0.36083 2.20312 -0.8 0.5 0.3
H 1.61511 -1.07783 4.04712 0.3 -2.8 0.5
H 0.52111 0.26317 3.59812 1.0 -0.7 0.0
H 2.04911 0.59517 4.47312 -0.9 -1.5 -1.0
C 3.92311 -5.93783 -0.54788 -5.3 -3.3 2.0
C 3.61711 -5.03083 0.57812 -0.2 2.7 -1.9
O 3.13911 -3.91983 0.21712 0.3 -0.9 1.7
N 3.95511 -5.38783 1.80112 -2.0 3.8 1.1
C 3.86711 -4.57583 3.00112 -1.5 -2.0 0.6
H 4.05211 -6.96783 -0.08688 0.1 0.9 -1.1
H 4.75711 -5.62483 -1.02988 2.2 0.9 -2.0
H 2.85511 -5.93583 -1.10988 3.0 -0.1 0.6
H 4.33611 -6.21683 1.95512 1.9 -4.4 0.3
H 4.67811 -4.00583 3.14112 3.3 2.4 -0.1
H 3.83811 -5.09683 3.97112 -0.3 -0.8 -0.8
H 3.04811 -3.93183 3.02012 -1.6 1.0 -0.4